Molecular formula: C4H15NO3
Method: DFT, wB97M-V/def2-TZVPD

Properties
- spin multiplicity = 1
- SMILES = NCCCCO.O.O
- HOMO level (hartree) = -0.332
- orbital gap (Ha) = 0.348
- E_LUMO (Ha) = 0.01596
- molar mass (g mol⁻¹) = 125.17
- energy relative to the best compared isomer or geometry (same formula, charge and spin) (kJ/mol) = 92.1

Element x y z (Å)
C  0.8362  0.7878  -0.1701
O  1.8524  1.8014  -0.2711
C  0.1802  0.4424  -1.5094
C  -1.2983  0.8263  -1.6009
C  -2.1615  0.2433  -0.4495
N  -1.8665  -1.1281  -0.0804
H  1.3877  -0.0742  0.2062
H  0.1697  1.0982  0.6417
H  1.4665  2.5948  -0.6703
H  0.7306  1.0034  -2.2650
H  0.3270  -0.6193  -1.6888
H  -1.4696  1.8971  -1.7015
H  -1.6943  0.3583  -2.5080
H  -3.2241  0.2849  -0.6799
H  -2.0318  0.8743  0.4346
H  -0.8972  -1.3387  0.0338
H  -2.2676  -1.7738  -0.7307
H  0.9518  -0.6294  3.5530
H  1.7413  0.1909  2.5232
O  1.4426  0.1774  3.4354
H  2.1383  -1.7359  1.6295
H  2.1265  -3.0051  0.8078
O  1.5599  -2.2761  1.0604

Which charges does natural (NBO) predict for the atoms? In e, they are:
1. C -0.0857
2. O -0.7287
3. C -0.4452
4. C -0.4136
5. C -0.2168
6. N -0.8411
7. H 0.1804
8. H 0.1686
9. H 0.4599
10. H 0.2220
11. H 0.2123
12. H 0.2008
13. H 0.1968
14. H 0.1954
15. H 0.1764
16. H 0.3604
17. H 0.3526
18. H 0.4719
19. H 0.4638
20. O -0.9330
21. H 0.4673
22. H 0.4764
23. O -0.9410